# 1
Formula: C36H49F25O22P2S
Source: the Open Molecules 2025 dataset
Level of theory: the ωB97M-V functional and the def2-TZVPD basis

Computed properties:
- E (a.u.) = -6634.1701
- F_max (hartree/bohr) = 0.069
- E_HOMO (eV) = -10.14
- Kohn-Sham gap (eV) = 10.10
- 2S+1 = 1

```
135
C36H49F25O22P2S | the Open Molecules 2025 dataset | the ωB97M-V functional and the def2-TZVPD basis
O 2.108 0.878 -1.526
P 2.389 -0.435 -2.138
O 3.235 -0.136 -3.521
O 3.414 -1.261 -1.191
P 0.632 -1.533 -2.767
C -0.792 -1.161 -1.625
C -0.780 0.276 -1.055
O -2.101 0.703 -0.647
S -2.794 1.277 -1.999
O -2.150 2.484 -2.412
O -4.194 1.371 -1.775
C -2.454 -0.005 -3.231
C -2.093 -1.298 -2.486
F -1.927 -2.284 -3.465
H 3.521 0.789 -3.447
H 2.896 -1.843 -0.617
H 0.948 -2.890 -2.529
H -0.919 -1.884 -0.817
H -0.163 0.281 -0.153
H -0.318 0.981 -1.754
H -3.385 -0.121 -3.793
H -1.682 0.348 -3.920
H -2.943 -1.574 -1.852
C -0.360 -5.131 4.795
C -0.995 -5.146 3.422
O -0.391 -4.168 2.546
C 0.797 -4.480 2.056
O 1.410 -5.484 2.264
C 1.287 -3.359 1.130
F 1.177 -2.150 1.692
F 0.581 -3.318 -0.017
F 2.569 -3.513 0.786
H -0.404 -4.130 5.224
H -0.871 -5.825 5.461
H 0.691 -5.414 4.750
H -2.046 -4.872 3.499
H -0.953 -6.134 2.965
C 2.491 6.596 -3.376
C 3.764 6.455 -2.569
O 4.340 5.141 -2.714
C 4.975 4.904 -3.852
O 5.115 5.673 -4.756
C 5.550 3.482 -3.841
F 4.627 2.574 -3.464
F 6.577 3.377 -2.989
F 5.997 3.114 -5.039
H 1.779 5.815 -3.104
H 2.034 7.570 -3.200
H 2.684 6.497 -4.443
H 3.543 6.569 -1.510
H 4.498 7.217 -2.831
C -6.334 7.582 -4.660
C -6.730 7.279 -3.230
O -6.630 5.873 -2.938
C -5.400 5.400 -2.752
O -4.401 6.054 -2.810
C -5.445 3.904 -2.418
F -6.220 3.225 -3.279
F -5.954 3.706 -1.189
F -4.241 3.356 -2.450
H -6.930 6.986 -5.353
H -6.481 8.639 -4.881
H -5.289 7.336 -4.842
H -7.774 7.544 -3.073
H -6.139 7.854 -2.516
C -1.897 0.693 8.845
C -2.577 0.032 7.665
O -2.204 -1.356 7.548
C -2.775 -2.187 8.410
O -3.560 -1.889 9.259
C -2.303 -3.623 8.143
F -0.969 -3.705 8.035
F -2.822 -4.103 6.999
F -2.666 -4.456 9.114
H -0.815 0.575 8.775
H -2.137 1.755 8.877
H -2.209 0.243 9.786
H -2.256 0.508 6.741
H -3.662 0.125 7.718
C -2.265 -5.021 -2.752
C -2.978 -5.682 -3.910
O -2.585 -7.060 -4.059
C -3.105 -7.911 -3.184
O -3.861 -7.633 -2.300
C -2.621 -9.337 -3.485
F -1.293 -9.383 -3.647
F -3.182 -9.802 -4.611
F -2.936 -10.176 -2.501
H -1.183 -5.117 -2.864
H -2.522 -3.975 -2.697
H -2.530 -5.490 -1.803
H -2.704 -5.189 -4.841
H -4.061 -5.610 -3.812
C 6.867 -1.191 -5.013
C 6.386 -1.519 -3.615
O 6.432 -2.939 -3.365
C 7.631 -3.453 -3.133
O 8.663 -2.851 -3.111
C 7.509 -4.958 -2.855
F 6.763 -5.575 -3.780
F 6.933 -5.178 -1.661
F 8.700 -5.550 -2.841
H 6.293 -1.750 -5.753
H 6.762 -0.124 -5.212
H 7.913 -1.463 -5.148
H 5.345 -1.217 -3.514
H 6.954 -0.980 -2.856
C -5.003 5.829 1.723
C -5.479 6.959 0.836
O -6.353 7.857 1.549
C -5.766 8.696 2.393
O -4.592 8.769 2.606
C -6.817 9.601 3.049
F -7.849 8.895 3.529
F -7.309 10.481 2.162
F -6.301 10.295 4.060
H -5.855 5.302 2.156
H -4.401 5.123 1.151
H -4.402 6.201 2.552
H -6.066 6.553 0.014
H -4.644 7.510 0.401
C 5.583 -4.061 2.256
C 6.523 -2.953 2.678
O 6.150 -2.401 3.956
C 6.451 -3.134 5.020
O 7.001 -4.195 5.007
C 6.018 -2.406 6.300
F 4.754 -1.965 6.215
F 6.801 -1.341 6.531
F 6.095 -3.201 7.363
H 4.553 -3.705 2.253
H 5.838 -4.421 1.259
H 5.627 -4.904 2.945
H 6.467 -2.131 1.967
H 7.560 -3.288 2.703
```

=====

# 2
Formula: C36H50BMoN6PSe2
Source: the Open Molecules 2025 dataset
Level of theory: the ωB97M-V functional and the def2-TZVPD basis

Computed properties:
- E (a.u.) = -6967.2856
- F_max (hartree/bohr) = 0.014
- E_HOMO (alpha / beta) (eV) = -13.90 / -14.17
- total charge = +2
- Kohn-Sham gap (alpha / beta) (eV) = 6.57 / 7.18
- 2S+1 = 3

```
97
C36H50BMoN6PSe2 | the Open Molecules 2025 dataset | the ωB97M-V functional and the def2-TZVPD basis
Mo -0.547 -0.787 0.013
C 4.665 -2.031 -0.010
C 3.586 -1.001 -0.004
C 3.699 0.371 -0.003
C 2.403 0.886 0.003
N 1.524 -0.140 0.005
N 2.276 -1.299 0.001
B 1.627 -2.699 0.001
N 0.770 -2.811 -1.294
N 0.002 -1.747 -1.715
C -0.218 -1.876 -3.040
C 0.402 -3.047 -3.457
C 1.014 -3.607 -2.346
C 1.846 -4.841 -2.263
C -0.934 -0.854 -3.889
C -2.411 -0.775 -3.500
C -0.823 -1.252 -5.363
C -0.255 0.508 -3.673
N 0.780 -2.815 1.303
N 0.017 -1.751 1.734
C -0.191 -1.881 3.061
C 0.431 -3.054 3.469
C 1.033 -3.613 2.351
C 1.862 -4.848 2.258
C -0.895 -0.860 3.919
C -2.377 -0.782 3.550
C -0.221 0.503 3.693
C -0.763 -1.257 5.391
C 2.113 2.368 0.007
C 2.744 2.986 -1.251
C 0.630 2.682 0.011
C 2.750 2.980 1.265
H 5.634 -1.538 -0.014
H 4.603 -2.668 -0.894
H 4.610 -2.671 0.871
H 4.623 0.929 -0.006
H 2.452 -3.552 -0.003
H 0.417 -3.446 -4.458
H 1.685 -5.444 -3.153
H 1.598 -5.439 -1.387
H 2.907 -4.591 -2.211
H -2.898 -1.748 -3.578
H -2.931 -0.073 -4.155
H -2.525 -0.417 -2.480
H -1.273 -2.231 -5.546
H 0.216 -1.271 -5.702
H -1.359 -0.522 -5.971
H -0.311 0.818 -2.626
H -0.750 1.272 -4.276
H 0.798 0.470 -3.960
H 0.455 -3.456 4.469
H 1.710 -5.452 3.148
H 2.924 -4.598 2.197
H 1.605 -5.444 1.383
H -2.506 -0.426 2.532
H -2.889 -0.081 4.211
H -2.862 -1.757 3.635
H -0.291 0.813 2.647
H 0.837 0.466 3.966
H -0.708 1.267 4.302
H -1.211 -2.235 5.581
H -1.290 -0.526 6.006
H 0.280 -1.277 5.715
H 2.309 2.557 -2.158
H 3.823 2.824 -1.281
H 2.565 4.063 -1.261
H 0.144 2.293 -0.887
H 0.485 3.764 0.011
H 0.150 2.293 0.911
H 3.828 2.817 1.289
H 2.318 2.547 2.172
H 2.572 4.057 1.280
Se -2.777 -2.248 0.019
P -3.826 -0.339 0.006
Se -2.117 1.102 0.022
C -4.823 -0.084 -1.461
C -5.011 1.192 -1.985
C -5.863 1.363 -3.066
C -6.520 0.269 -3.611
C -6.332 -1.003 -3.083
C -5.478 -1.188 -2.007
C -4.855 -0.081 1.451
C -5.058 1.198 1.963
C -5.933 1.372 3.025
C -6.598 0.278 3.563
C -6.394 -0.995 3.047
C -5.517 -1.183 1.990
H -4.504 2.048 -1.556
H -6.018 2.352 -3.478
H -7.186 0.408 -4.453
H -6.849 -1.853 -3.510
H -5.319 -2.181 -1.603
H -4.545 2.054 1.539
H -6.100 2.363 3.428
H -7.282 0.420 4.390
H -6.917 -1.845 3.468
H -5.346 -2.178 1.595
```